No. 1
Computed, not measured: a structure of composition C58H44IN4O5P2STa, with wB97M-V/def2-TZVPD.

Cartesian coordinates (Å):
1 Ta 0.13917 0.01623 -0.11310
2 O -3.49248 1.54008 6.25147
3 C -2.95487 0.45843 6.02565
4 O -2.63604 -0.56483 6.63989
5 C -2.44777 0.37966 4.49669
6 C -2.77613 1.32183 3.57700
7 C -2.22732 1.27291 2.26624
8 N -1.27079 0.46556 1.87221
9 C -0.80523 -0.52975 2.83083
10 C -1.49265 -0.69859 4.19819
11 C -0.68083 -1.82364 2.07214
12 O -1.06738 -2.88925 2.41201
13 O -0.02658 -1.56871 0.92011
14 H -3.47802 2.10830 3.82332
15 H -2.61481 1.96564 1.52357
16 H -1.96178 -1.67349 4.33771
17 C 5.93839 4.32326 0.68753
18 C 4.78585 4.25539 1.71063
19 C 5.07182 5.21568 2.87328
20 C 4.69012 2.82155 2.20814
21 C 5.63901 2.28558 3.07311
22 C 5.60012 0.96018 3.48016
23 C 4.60238 0.12464 3.01514
24 C 3.64872 0.63181 2.13969
25 P 2.36034 -0.46412 1.49590
26 C 3.26848 -1.77552 0.63249
27 C 2.64649 -2.99181 0.32935
28 C 3.32069 -3.94290 -0.41787
29 C 4.60729 -3.68871 -0.87715
30 C 5.22314 -2.47946 -0.58910
31 C 4.55495 -1.51762 0.15595
32 C 1.66190 -1.09532 3.03304
33 C 0.54961 -0.22149 3.53107
34 C -0.09796 -0.59600 4.89141
35 C 0.36489 -1.89298 5.47054
36 C 1.30021 -2.64992 4.88884
37 C 1.95679 -2.25082 3.63697
38 C 3.69759 1.96372 1.75797
39 O 2.68500 2.34840 0.92027
40 C 2.55256 3.68102 0.63973
41 C 1.39771 4.01336 -0.04398
42 C 1.16826 5.33965 -0.40261
43 C 2.08602 6.30983 -0.05182
44 C 3.23304 5.95142 0.64071
45 C 3.49332 4.63583 1.00473
46 P 0.16784 2.78400 -0.59552
47 C -1.35604 3.59543 -0.02768
48 C -2.52579 3.67898 -0.78162
49 C -3.65594 4.28145 -0.24363
50 C -3.63497 4.78198 1.05164
51 C -2.47464 4.69315 1.81108
52 C -1.34137 4.10318 1.27556
53 C 0.37483 2.98277 -2.38867
54 C -0.34852 3.85250 -3.19782
55 C -0.11190 3.87239 -4.56524
56 C 0.86470 3.05795 -5.12436
57 C 1.64487 2.24952 -4.30741
58 C 1.39370 2.21136 -2.94493
59 H 6.87579 4.01731 1.15421
60 H 6.05596 5.33970 0.30905
61 H 5.74431 3.66153 -0.15898
62 H 6.01559 4.97054 3.35732
63 H 4.27843 5.17195 3.62067
64 H 5.15637 6.24165 2.52013
65 H 6.43503 2.91826 3.44242
66 H 6.35386 0.58081 4.15641
67 H 4.55973 -0.91217 3.32391
68 H 1.64691 -3.19948 0.68632
69 H 2.84135 -4.88764 -0.63978
70 H 5.13164 -4.43771 -1.45651
71 H 6.22765 -2.28281 -0.94033
72 H 5.04020 -0.57470 0.37289
73 H 0.81803 0.83747 3.45327
74 H -0.05223 0.18574 5.64951
75 H -0.11296 -2.18939 6.39747
76 H 1.61050 -3.58387 5.33744
77 H 2.70936 -2.91362 3.22210
78 H 0.27471 5.60613 -0.95290
79 H 1.91563 7.34289 -0.32233
80 H 3.94974 6.72221 0.89068
81 H -2.55641 3.29320 -1.78996
82 H -4.55698 4.36105 -0.83856
83 H -4.51669 5.25178 1.46716
84 H -2.45071 5.08691 2.81887
85 H -0.43925 4.04928 1.87458
86 H -1.08753 4.52238 -2.78036
87 H -0.69192 4.53198 -5.19744
88 H 1.03126 3.06694 -6.19349
89 H 2.44653 1.65771 -4.73021
90 H 2.00988 1.59464 -2.29929
91 S 0.82110 -2.74288 -3.77736
92 C 2.28937 -1.90846 -3.48535
93 C 2.18551 -1.03916 -2.45224
94 C 0.87736 -1.02506 -1.86133
95 C 0.04206 -1.93104 -2.49015
96 C -1.29354 -2.27762 -2.03018
97 C -2.07239 -3.27861 -2.60095
98 C -3.27126 -3.62329 -2.00535
99 C -3.66458 -2.96323 -0.84876
100 C -2.85292 -1.95883 -0.36108
101 N -1.70791 -1.60819 -0.94753
102 H 3.15514 -2.11770 -4.09535
103 H 3.02407 -0.45230 -2.10128
104 H -1.72656 -3.79078 -3.48950
105 H -3.88405 -4.41075 -2.42317
106 H -4.57722 -3.22415 -0.33225
107 H -3.11904 -1.41890 0.54233
108 I -3.55371 1.35085 -5.59886
109 C -3.01905 1.05729 -3.63017
110 C -3.84317 0.97000 -2.52802
111 N -3.04259 0.82870 -1.45937
112 N -1.74508 0.82547 -1.80324
113 C -1.71741 0.95166 -3.12543
114 H -4.91789 1.01448 -2.45130
115 H -3.31605 0.73872 -0.49463
116 H -0.78690 0.97638 -3.67057

For the lowest unoccupied orbital energy, the calculation gives -7.7 eV. As for the charge: +2. For the relative energy (zero: lowest compared OMol25 entry of this formula, charge and spin), the calculation gives 376.2 kJ/mol. For the total energy, the calculation gives -116107.9141 eV.

=====

No. 2
Computed, not measured: a cluster of 2 separate species, CH5S2 in total, with wB97M-V/def2-TZVPD.

Cartesian coordinates (Å):
1 S 2.55153 0.05529 0.32941
2 H 3.40184 0.54130 1.24022
3 C -1.40924 0.12828 -0.13094
4 S -0.49385 -1.10614 -1.09908
5 H -0.92666 0.28551 0.82667
6 H -2.44843 -0.17347 -0.03560
7 H -1.36474 1.09095 -0.63889
8 H 0.68955 -0.82173 -0.49180

For the lowest unoccupied orbital energy, the calculation gives 3.6 eV. As for the charge: -1. For the relative energy (zero: lowest compared OMol25 entry of this formula, charge and spin), the calculation gives 13.7 kJ/mol. For the total energy, the calculation gives -22789.4673 eV.

=====

No. 3
Computed, not measured: the molecule C4H8O2, with wB97M-V/def2-TZVPD.

Cartesian coordinates (Å):
1 C -1.88490 -0.17505 0.76655
2 C -1.08423 -0.14134 -0.52071
3 O 0.21216 -0.68762 -0.24104
4 C 1.21221 0.02886 -0.82182
5 O 1.26781 0.24966 -2.00287
6 C 2.15569 0.56955 0.22143
7 H -2.21316 -1.18679 1.01910
8 H -1.27071 0.19717 1.59430
9 H -2.76403 0.46802 0.67004
10 H -1.56454 -0.69209 -1.33433
11 H -0.94411 0.89201 -0.85812
12 H 1.60693 0.70503 1.15727
13 H 2.56592 1.52040 -0.12214
14 H 2.97475 -0.13198 0.39781

For the lowest unoccupied orbital energy, the calculation gives 0.9 eV. For the relative energy (zero: lowest compared OMol25 entry of this formula, charge and spin), the calculation gives 72.3 kJ/mol. For the total energy, the calculation gives -8372.5322 eV. Its SMILES is CCOC(C)=O.

=====

No. 4
Computed, not measured: a structure of composition C22H41ClNOP3Rh, with wB97M-V/def2-TZVPD.

Cartesian coordinates (Å):
1 Rh 0.03204 0.14675 0.52089
2 P 0.63714 2.33836 1.44038
3 P 0.14190 -1.85729 1.55800
4 P -2.11488 0.54468 0.65602
5 H 1.19763 2.08110 -4.02876
6 C 0.52056 2.84145 -3.61338
7 C 0.95833 3.79916 -2.76702
8 H 2.03007 3.96074 -2.60815
9 C 2.21347 3.10285 0.87618
10 C 0.85703 2.12390 3.24662
11 C -0.42947 3.82242 1.24260
12 C 1.18136 -3.10311 0.67911
13 C 0.87392 -1.84324 3.22991
14 C -1.35541 -2.89202 1.79859
15 C -2.54627 1.95358 -0.42409
16 C -2.54221 0.95281 2.38444
17 C -3.40841 -0.63852 0.14036
18 H -0.56003 2.68488 -3.76285
19 H 0.27729 4.54507 -2.34924
20 H 2.34668 2.92790 -0.20095
21 H 3.08700 2.71676 1.41914
22 H 2.14742 4.18723 1.04032
23 H 1.54516 1.29416 3.45600
24 H -0.11163 1.91420 3.71881
25 H 1.27114 3.04960 3.66806
26 H -0.58527 4.02287 0.17128
27 H 0.12552 4.66794 1.67744
28 H -1.39899 3.73531 1.75170
29 H 0.61766 -4.03821 0.52919
30 H 2.09962 -3.33984 1.23716
31 H 1.44974 -2.69905 -0.30538
32 H 0.73017 -2.83712 3.67104
33 H 0.37603 -1.09916 3.86153
34 H 1.94819 -1.62114 3.20742
35 H -1.06675 -3.75278 2.41184
36 H -1.73069 -3.25701 0.82875
37 H -2.14327 -2.33385 2.32228
38 H -3.51372 1.74239 -0.89719
39 H -1.78754 2.06959 -1.21308
40 H -2.62419 2.87970 0.15300
41 H -3.59183 0.69976 2.56692
42 H -2.40203 2.01818 2.58995
43 H -1.92977 0.38471 3.09417
44 H -4.36866 -0.10945 0.21633
45 H -3.43497 -1.52466 0.78025
46 H -3.27547 -0.95687 -0.90326
47 C -1.00630 -2.01703 -2.42696
48 C -0.63092 -3.36072 -2.22687
49 C -1.45253 -4.38988 -2.68359
50 C -2.64659 -4.11241 -3.35327
51 C -3.00709 -2.78621 -3.57000
52 C -2.21300 -1.73698 -3.10341
53 O -0.17811 -0.98587 -2.03202
54 H -0.42569 -0.49386 -1.10233
55 H 0.30029 -3.58904 -1.71131
56 H -1.16570 -5.42105 -2.49106
57 H -3.33062 -4.91617 -3.66719
58 H -3.91411 -2.55971 -4.13168
59 H -2.51097 -0.69178 -3.24364
60 Cl 5.37872 0.68254 2.02490
61 C 4.33941 0.33244 0.70678
62 C 4.79918 0.31598 -0.60306
63 C 3.87431 0.10295 -1.61675
64 C 2.52060 -0.04453 -1.29440
65 N 2.09034 -0.02716 -0.01456
66 C 2.99165 0.06184 0.98648
67 H 5.85630 0.45033 -0.79669
68 H 4.15550 0.05655 -2.66286
69 H 1.77609 -0.17656 -2.08310
70 H 2.65565 0.00160 2.02425

For the lowest unoccupied orbital energy (alpha / beta), the calculation gives -9.5 / -13.8 eV. Its spin multiplicity is 5. As for the charge: +3. For the relative energy (zero: lowest compared OMol25 entry of this formula, charge and spin), the calculation gives 250.9 kJ/mol. For the total energy, the calculation gives -70383.1209 eV.

=====

No. 5
Computed, not measured: the molecule CH4N2, with wB97M-V/def2-TZVPD.

Cartesian coordinates (Å):
1 C 1.14480 -0.01312 -0.09867
2 H -1.97936 -0.69454 -0.01489
3 H -1.38692 0.86865 0.49408
4 H 2.11207 -0.58014 0.00988
5 H 1.28203 1.03481 -0.18100
6 N -1.15515 0.00641 -0.20276
7 N -0.01746 -0.62208 -0.00665

For the lowest unoccupied orbital energy, the calculation gives 1.1 eV. For the relative energy (zero: lowest compared OMol25 entry of this formula, charge and spin), the calculation gives 290.0 kJ/mol. For the total energy, the calculation gives -4079.8766 eV. Its SMILES is C=NN.

=====

No. 6
Computed, not measured: the ion C8H11N2S2 with charge +1, with wB97M-V/def2-TZVPD.

Cartesian coordinates (Å):
1 C 1.85831 -1.03609 0.59531
2 C 4.03145 -0.63378 0.77521
3 C -1.27566 -0.05142 -0.42767
4 C -1.15105 1.01464 0.34869
5 C -0.19613 -0.29743 -1.49010
6 C 1.06701 0.52047 -1.13408
7 C -2.41935 -0.96843 -0.33938
8 C -2.23962 1.58806 1.21076
9 N 3.00478 -1.33525 1.18131
10 N 2.08365 -0.14645 -0.40578
11 S 3.65220 0.38596 -0.55660
12 S 0.31992 1.94009 0.28994
13 H 0.89974 -1.39015 0.81737
14 H 4.94300 -0.86612 1.23126
15 H 0.22159 -1.34067 -1.45423
16 H -0.55712 0.08818 -2.42441
17 H 1.48249 1.13346 -1.91285
18 H -2.75255 -0.82227 0.79745
19 H -2.00528 -2.06204 -0.43690
20 H -3.23990 -0.82334 -0.94932
21 H -2.88044 2.24797 0.74684
22 H -1.94769 2.15159 2.11072
23 H -2.89934 0.70303 1.42649

For the lowest unoccupied orbital energy, the calculation gives -5.4 eV. As for the charge: +1. For the relative energy (zero: lowest compared OMol25 entry of this formula, charge and spin), the calculation gives 226.5 kJ/mol. For the total energy, the calculation gives -33115.9002 eV.

=====

No. 7
Computed, not measured: a structure of composition C22H18N2O9OsS, with wB97M-V/def2-TZVPD.

Cartesian coordinates (Å):
1 Os 0.59364 -0.38625 0.20510
2 O -0.70766 1.22328 0.28998
3 C -1.95123 1.22777 0.21723
4 C -2.77701 0.08945 -0.00600
5 C -4.16396 0.27276 -0.07962
6 C -4.96115 -0.81473 -0.32252
7 C -4.43130 -2.08275 -0.50779
8 C -3.05811 -2.27209 -0.44127
9 C -2.23834 -1.19410 -0.18677
10 O -0.89104 -1.42532 -0.11959
11 N -6.42871 -0.62398 -0.39228
12 O -6.82533 0.51363 -0.29794
13 O -7.08025 -1.59186 -0.70042
14 H -2.43945 2.19957 0.32337
15 H -4.61306 1.24942 0.05195
16 H -5.10206 -2.90855 -0.70379
17 H -2.62056 -3.25047 -0.58548
18 O 1.24037 0.44315 1.87183
19 C 1.60452 1.65489 1.96074
20 C 1.90612 2.51969 0.89153
21 C 2.27027 3.84911 1.18626
22 C 2.63830 4.66954 0.16287
23 C 2.69573 4.22533 -1.16439
24 C 2.36789 2.92319 -1.46778
25 C 1.96120 2.06240 -0.44956
26 O 1.72667 0.78499 -0.75528
27 N 2.99910 6.07470 0.46738
28 O 2.92112 6.41020 1.62635
29 O 3.24611 6.78270 -0.47871
30 H 1.72280 2.01513 2.98290
31 H 2.25176 4.21823 2.20358
32 H 3.00477 4.92186 -1.93201
33 H 2.41828 2.54714 -2.48007
34 C 0.33185 -8.20550 -1.07353
35 C 0.77046 -6.86222 -0.56658
36 C 0.54362 -6.49140 0.75608
37 C 0.97373 -5.26444 1.23659
38 C 1.65373 -4.41310 0.37384
39 C 1.89051 -4.75172 -0.95808
40 C 1.43692 -5.97015 -1.41589
41 S 2.25270 -2.92051 1.04565
42 C 4.01011 -3.08475 0.84479
43 O 1.94235 -1.81523 -0.06302
44 H -0.47718 -8.61580 -0.47280
45 H 1.16599 -8.90900 -1.02728
46 H 0.01044 -8.15366 -2.11253
47 H 0.02254 -7.17093 1.41809
48 H 0.79080 -4.97910 2.26538
49 H 2.40495 -4.06884 -1.62277
50 H 1.60413 -6.24867 -2.44869
51 H 4.22785 -3.28594 -0.20253
52 H 4.32229 -3.91887 1.47321
53 H 4.47889 -2.16218 1.18040

For the lowest unoccupied orbital energy (alpha / beta), the calculation gives -8.4 / -8.4 eV. As for the charge: +2. For the relative energy (zero: lowest compared OMol25 entry of this formula, charge and spin), the calculation gives 6.7 kJ/mol. For the total energy, the calculation gives -57793.5355 eV.

=====

No. 8
Computed, not measured: the molecule C4H9N, with wB97M-V/def2-TZVPD.

Cartesian coordinates (Å):
1 N -0.15477 2.60254 -0.28455
2 C -0.19040 1.26647 -0.93189
3 C -0.07644 -2.15204 0.86168
4 C 0.03533 -1.12516 -0.22335
5 C 0.28334 0.17173 0.02120
6 H 0.78465 2.96822 -0.14234
7 H -0.34476 2.30869 0.67505
8 H 0.31805 1.25690 -1.91368
9 H -1.21310 1.13139 -1.28281
10 H -1.07019 -2.62771 0.82908
11 H 0.50757 -3.08573 0.84426
12 H 0.09442 -1.65636 1.81394
13 H 0.27864 -1.45447 -1.24670
14 H 0.74766 0.39553 0.98012

For the lowest unoccupied orbital energy, the calculation gives 1.2 eV. For the relative energy (zero: lowest compared OMol25 entry of this formula, charge and spin), the calculation gives 160.6 kJ/mol. For the total energy, the calculation gives -5782.1471 eV. Its SMILES is C/C=C/CN.